Entry from OMol25: a gas-phase ion, C4H4N3OS (charge -1) at a distorted geometry (ωB97M-V with the def2-TZVPD basis set).

XYZ file:
```
13
Properties=species:S:1:pos:R:3:nbo_charge:R:1
C 0.4142 0.0567 -1.0898 -0.104
C 0.2380 0.2153 0.2283 -0.061
C -0.1833 -0.8998 1.1928 0.283
C 0.6620 1.5497 0.7688 -0.646
N -1.8154 -2.4367 -1.6353 -0.130
N -0.0789 -0.9521 -1.8854 -0.322
N -1.0061 -1.6293 -1.6451 0.275
O 0.3445 -2.0022 1.1621 -0.653
S -1.3854 -0.4206 2.2664 -0.470
H 0.6127 1.0153 -1.6361 0.172
H 0.8310 2.2053 -0.1484 0.175
H 1.6286 1.3402 1.1733 0.222
H -0.2619 1.9581 1.2485 0.258
```

The spin multiplicity is 1. The LUMO energy comes out at 3.78 eV. The total energy is -21564.3717 eV. The value obtained for the HOMO-LUMO gap is 7.30 eV. As for the charge: -1. The highest occupied orbital energy is -3.52 eV.


Entry from OMol25: C4H4N4 in the gas phase at a distorted geometry (ωB97M-V with the def2-TZVPD basis set).

XYZ file:
```
12
Properties=species:S:1:pos:R:3:nbo_charge:R:1
C 1.2247 0.8646 0.0676 -0.536
C 1.7132 -0.5995 -0.2269 0.046
C -2.3226 -0.2289 -0.1760 0.136
C -0.3430 0.5376 0.1780 0.359
H 1.4229 1.9383 -0.5333 0.290
H 1.8877 1.2141 1.0366 0.279
H 2.6864 -1.0877 -0.4841 0.234
H -3.4534 0.0881 -0.1298 0.222
N 0.8013 -1.5606 0.0196 -0.178
N -0.4055 -0.7525 0.2350 -0.113
N -1.7027 -1.3947 0.0938 -0.237
N -1.5088 0.9812 -0.0805 -0.503
```

The spin multiplicity is 1. The LUMO energy comes out at 0.22 eV. The total energy is -10168.8324 eV. As for the structure (SMILES): C1=Nn2ncnc2C1. The value obtained for the HOMO-LUMO gap is 9.93 eV. The highest occupied orbital energy is -9.71 eV.


Entry from OMol25: C4H4N4 in the gas phase at a distorted geometry (ωB97M-V with the def2-TZVPD basis set).

XYZ file:
```
12
Properties=species:S:1:pos:R:3:nbo_charge:R:1
C 2.3509 -0.0708 -0.0279 0.252
C 0.8934 -0.0392 0.0213 -0.045
C 0.1486 -1.2096 -0.0380 0.028
C -1.2382 1.0872 -0.0598 0.237
H 0.4273 -2.2444 0.1519 0.239
H -1.9856 -1.7786 -0.0428 0.411
H -1.7234 2.0611 0.0615 0.190
H 0.6453 2.0951 -0.0495 0.422
N 3.4802 -0.0302 -0.0267 -0.311
N -1.2384 -1.1001 -0.0074 -0.477
N -1.9418 0.0344 -0.0181 -0.283
N 0.1818 1.1949 0.0356 -0.665
```

The spin multiplicity is 1. The LUMO energy comes out at 0.38 eV. The total energy is -10170.3653 eV. As for the structure (SMILES): N#CC1=CNN=CN1. The value obtained for the HOMO-LUMO gap is 7.54 eV. The highest occupied orbital energy is -7.16 eV.


Entry from OMol25: C4H4N4 in the gas phase at a distorted geometry (ωB97M-V with the def2-TZVPD basis set).

XYZ file:
```
12
Properties=species:S:1:pos:R:3:nbo_charge:R:1
C -1.0744 -0.0649 0.0006 0.297
C -0.6710 0.0592 -1.3887 0.029
C 1.7542 -0.3377 0.5088 0.023
C 0.8446 0.6939 1.1167 0.037
H -2.6858 -1.0402 -0.0813 0.326
H -1.4696 0.3051 -2.1573 0.222
H 2.3642 -0.8891 1.3856 0.241
H 1.2744 1.7619 1.4645 0.212
N -2.0491 -0.6900 0.6412 -0.583
N 0.5317 -0.1068 -1.6050 -0.227
N 1.6063 -0.5775 -0.7591 -0.214
N -0.4257 0.8862 0.8740 -0.363
```

The spin multiplicity is 1. The LUMO energy comes out at -0.43 eV. The total energy is -10168.0607 eV. As for the structure (SMILES): [H]/N=c1\cnnccn1. The value obtained for the HOMO-LUMO gap is 9.40 eV. The highest occupied orbital energy is -9.82 eV.